1.
20
Properties=species:S:1:pos:R:3:lowdin_charge:R:1 method="wB97M-V/def2-TZVPD" energy_ha=-582.0289 total_charge=+1 largest_force_ha_per_bohr=0.092 e_above_lowest_kj_mol=504.86
H 2.19020 2.62531 0.74851 0.248
H -0.33269 -2.70774 0.96595 0.145
H -2.90055 0.26795 0.38470 0.067
H 2.61689 -2.37091 -1.20489 0.082
H 1.20358 -3.08378 -1.85491 0.127
N -0.42476 0.62772 0.90226 -0.005
C -0.01125 -1.73206 0.43692 -0.146
C -0.82473 -0.66166 1.04122 -0.002
H -3.22059 1.57869 -0.60364 0.158
N -2.53458 1.00861 -0.10131 0.226
N 0.93511 -1.66922 -0.42372 -0.015
C -1.24080 1.39718 0.04281 -0.275
H -1.77582 -0.98369 1.57366 0.161
C 1.66859 -2.76307 -0.86978 -0.109
N 1.21843 2.14106 0.48922 0.163
N -0.71512 2.34341 -0.75994 0.225
C 0.81504 1.09985 1.10573 0.092
H 1.59028 -3.56468 0.03718 0.147
O 1.15822 3.61652 -1.29724 0.182
C 0.58455 2.83050 -0.61271 -0.472

***

2.
22
Properties=species:S:1:pos:R:3:lowdin_charge:R:1 method="wB97M-V/def2-TZVPD" energy_ha=-383.5417 total_charge=0 largest_force_ha_per_bohr=0.083 e_above_lowest_kj_mol=417.58
C 0.19299 -0.93433 0.78701 -0.324
N 1.64627 0.72913 -0.24798 0.029
H 0.47186 -0.61820 -1.29540 0.137
H -2.52151 2.11519 1.78997 0.058
H -0.51462 1.98101 -0.63946 0.059
H 0.74087 -1.02927 1.73517 0.137
N -2.43913 1.11573 1.59956 0.090
C 2.16377 -1.72212 -0.55363 -0.064
H 2.25688 0.94836 -1.02833 0.075
C 1.10607 -0.62252 -0.40234 -0.446
C -1.92040 0.86152 0.47723 -0.398
H 2.75797 -1.55505 -1.45331 0.071
H -1.84453 1.37522 -1.62060 0.078
O -0.70671 -1.91080 0.58289 -0.106
H -0.53969 0.08047 0.85279 0.093
H 2.20796 0.78673 0.59644 0.077
C -1.59250 1.79684 -0.64815 -0.070
H -1.64850 -1.38706 0.25389 0.130
H -2.21447 -0.32825 0.06415 0.140
H 1.68348 -2.69583 -0.63924 0.076
H -2.11390 2.74702 -0.52305 0.078
H 2.82783 -1.73378 0.31239 0.077

***

3.
8
Properties=species:S:1:pos:R:3:lowdin_charge:R:1 method="wB97M-V/def2-TZVPD" energy_ha=-935.6574 total_charge=0 largest_force_ha_per_bohr=0.098 e_above_lowest_kj_mol=200.80
Cl 1.71360 1.45975 0.36762 0.595
H 0.43374 -0.48019 -1.63861 0.009
H 0.07095 -0.07324 1.86030 0.222
C 1.01497 -0.17220 0.45875 -0.943
H -0.69937 0.60031 -0.76844 0.081
C -0.00392 -0.34409 -0.70549 -0.687
I -1.28784 -2.03352 -0.29925 0.725
F 1.95742 -1.04972 0.34643 -0.002

***

4.
12
Properties=species:S:1:pos:R:3:lowdin_charge:R:1 method="wB97M-V/def2-TZVPD" energy_ha=-774.7851 total_charge=0 largest_force_ha_per_bohr=0.057 smiles="O=C[C@@H]1ON=CNS1" e_above_lowest_kj_mol=372.08
C -1.49566 -0.63722 0.05774 -0.235
C 1.16533 -0.69278 0.92292 -0.309
N 1.06054 -1.52241 -0.01896 0.073
H 0.78116 1.03561 1.93570 0.110
O -2.20406 -0.05852 0.88107 0.038
O 0.47090 -0.96949 -1.19553 -0.182
H -1.56682 -1.76182 -0.09595 0.149
N 0.97899 0.66596 0.99659 -0.260
C -0.48836 0.01891 -0.92930 -0.629
H 1.65959 -1.13044 1.74191 0.117
S 0.29478 1.48686 -0.39796 0.988
H -1.08970 0.15276 -1.85034 0.140

***

5.
66
Properties=species:S:1:pos:R:3:lowdin_charge:R:1 method="wB97M-V/def2-TZVPD" energy_ha=-2568.7232 total_charge=+2 largest_force_ha_per_bohr=0.059 s2=0.922 spin_multiplicity=2
H -3.82260 -3.87017 -1.63716 0.123
H 3.97987 0.92163 3.09457 0.125
Sb -1.59816 2.72710 2.81717 1.570
H -0.81172 -4.03512 1.06633 0.089
P 0.19262 -1.34336 -0.11128 1.166
H 0.57407 5.18298 -2.20998 0.057
C 0.77150 -2.57147 1.26585 -0.649
H 2.43665 3.35731 -0.86195 0.090
S -0.94058 3.54003 -1.30805 0.918
C 2.27910 2.35287 1.01086 -0.162
C 1.08299 -1.52066 -1.78506 -0.661
H 2.29116 0.44693 2.65863 0.057
H -1.40589 -3.48142 -1.55216 0.101
H -2.04640 -0.14288 1.07471 0.055
F -0.22433 3.83214 1.98829 -0.371
H 0.41706 -2.64852 3.38467 0.110
H 1.95714 -2.84861 -3.20957 0.110
C -0.27794 4.63801 -2.60488 -0.196
Ru 0.55910 1.03519 0.41044 1.141
C 1.38341 -2.92601 -2.28630 -0.048
C 2.39897 -0.73932 -1.66748 -0.084
H -2.73475 2.02749 -1.69701 0.053
F -2.95564 3.93025 2.34618 -0.304
H 0.67790 -4.63162 1.77821 0.114
H -2.08404 2.66175 -3.23611 0.071
F -0.10511 1.30895 2.72816 -0.437
H 1.99195 -3.48665 -1.58180 0.076
C -2.44083 -0.93706 0.45007 -0.110
H 2.78002 -0.53125 -2.66591 0.106
C 0.15124 -2.01048 2.54167 -0.080
H 2.73693 -3.09752 0.52127 0.083
H -0.03554 0.24769 -2.35573 0.047
F -1.01506 3.04498 4.56120 -0.298
H 1.57413 4.22734 0.41901 0.092
H 2.61419 1.63777 3.96702 0.126
H 0.50854 -1.00034 2.75591 0.047
H 0.60001 -4.37413 0.04635 0.080
C -3.80281 -1.15289 0.38353 -0.037
H 2.24212 0.24332 -1.15652 0.044
C 2.94659 1.25969 2.99998 0.005
C 0.27237 -3.97949 1.00407 -0.051
H -4.47977 -0.51735 0.93189 0.121
C -2.37942 2.91083 -2.22083 -0.196
H 2.61836 -1.44122 1.17078 0.055
C -3.43276 -3.03754 -1.07335 -0.035
F -1.63724 2.08771 0.83898 -0.490
C -2.07114 -2.81295 -1.03090 -0.081
C 2.43386 3.58414 0.20545 -0.022
H 3.33312 4.13548 0.48946 0.119
H 3.16671 -1.29388 -1.13460 0.083
H -0.93645 -1.99088 2.48201 0.087
C -4.30130 -2.20815 -0.37182 -0.024
H -5.36135 -2.40752 -0.39515 0.122
H -0.79518 -1.27663 -2.87585 0.083
H 0.48464 -3.48990 -2.51438 0.080
H 2.65390 -2.83997 2.25843 0.105
H 0.01670 4.04775 -3.46707 0.071
O 0.02174 2.36588 -1.35983 -0.657
H 0.62946 -0.67223 -3.71705 0.107
C 0.15515 -0.76306 -2.74105 -0.086
H -1.06324 5.33869 -2.86881 0.072
O 2.93790 2.33996 2.08811 0.002
H -3.15781 3.66718 -2.21941 0.075
C 2.28980 -2.47997 1.29613 -0.081
F -2.68097 1.20839 3.15990 -0.322
C -1.56297 -1.74923 -0.27829 -0.355

***

6.
13
Properties=species:S:1:pos:R:3:lowdin_charge:R:1 method="wB97M-V/def2-TZVPD" energy_ha=-1018.6758 total_charge=0 largest_force_ha_per_bohr=0.074 e_above_lowest_kj_mol=125.76
C 0.59863 -0.79666 -0.22760 -0.713
S 2.15740 -1.70726 -0.34757 0.439
C -1.71364 -0.50271 0.29410 -0.052
C -0.55475 -1.29067 0.27204 -0.127
H -0.27571 2.34268 -0.82260 0.127
H -2.29378 1.68756 -0.19841 0.092
C -1.61421 0.86079 -0.12503 -0.053
H -2.67852 -0.98221 0.68032 0.129
O 3.30324 0.81510 1.42868 -0.980
C -0.38653 1.23720 -0.66264 -0.170
I 3.52654 0.23280 -0.22659 1.223
N 0.66238 0.45262 -0.76339 -0.056
H -0.73104 -2.34926 0.69868 0.140

***

7.
78
Properties=species:S:1:pos:R:3:lowdin_charge:R:1 method="wB97M-V/def2-TZVPD" energy_ha=-4885.4420 total_charge=0 largest_force_ha_per_bohr=0.129 e_above_lowest_kj_mol=244.27
O 19.91973 1.36241 -10.02995 -0.360
H 15.22973 -4.33354 -4.53232 0.041
H 18.05288 -2.27096 -11.75810 0.083
O 17.14617 0.09056 -5.60289 0.068
H 14.13247 -6.76502 -10.08426 0.115
H 15.68848 -6.63242 -11.91753 0.108
S 20.72047 -3.71413 -8.11770 0.738
C 17.60340 -1.38943 -3.70683 -0.077
O 18.38412 -5.06245 -10.14512 -0.324
H 19.42678 -1.78963 -12.84495 0.114
C 18.26546 -0.94964 -2.42609 -0.157
H 22.40416 -2.38150 -6.81055 0.114
C 12.90226 -2.51150 -8.49259 -0.168
H 18.76730 1.05059 -1.86485 0.118
C 21.95518 -3.37459 -6.79361 -0.212
H 16.36446 -6.69731 -9.17452 0.105
C 12.47529 0.20524 -8.95971 -0.184
O 16.96599 -3.12263 -9.39674 -0.332
H 23.22915 -4.74805 -5.64673 0.118
H 14.04002 -5.03592 -9.91193 0.090
Cu 17.21333 -1.78405 -7.42211 0.347
H 19.91699 -5.65693 -6.99759 0.105
C 15.30303 -5.66808 -11.58650 -0.197
H 15.81211 -5.32733 -8.21697 0.096
H 15.88042 -3.45166 -11.71053 0.083
C 11.69077 -1.84553 -7.74443 -0.196
H 16.61816 -1.75814 -3.42142 0.128
H 14.21907 -2.88882 -4.77258 0.041
H 11.81011 -1.68640 -6.67273 0.110
H 19.33518 -1.11851 -2.54969 0.110
C 20.74579 -5.51288 -7.69074 -0.174
C 14.72376 -5.85151 -10.14732 -0.192
H 10.83248 -2.51600 -7.70083 0.102
H 23.73422 -4.45690 -7.26512 0.116
C 17.87060 0.55882 -2.24193 -0.118
H 18.90962 0.36051 -13.15181 0.117
H 16.58893 0.12168 -11.14893 0.086
H 12.74045 0.84448 -8.11759 0.097
H 22.11436 -6.48141 -6.16264 0.111
H 20.67456 -0.97658 -11.16291 0.107
C 11.23074 -0.58626 -8.54007 -0.226
C 17.40414 -0.03921 -4.37964 -0.462
H 21.29207 -3.39479 -5.92876 0.099
C 17.55569 0.55882 -11.39872 -0.173
H 17.91688 -1.53111 -1.57257 0.109
S 18.89339 0.26951 -10.05532 0.797
O 17.52304 0.93854 -3.56438 0.076
H 10.63471 -0.89011 -9.40061 0.108
C 22.11021 -5.81211 -7.02294 -0.225
H 18.12439 -2.15779 -4.27805 0.125
C 18.13269 -0.17372 -12.60493 -0.220
C 15.95826 -5.68765 -9.23526 -0.195
H 17.28930 1.61037 -11.50541 0.100
O 19.42483 -3.14452 -7.76730 -0.333
H 22.80829 -6.44784 -7.56758 0.112
O 21.39503 -3.45570 -9.40155 -0.331
H 12.31678 0.76585 -9.88095 0.092
H 17.09522 -4.55250 -12.42275 0.097
C 16.30928 -4.45308 -11.67408 -0.175
H 17.27655 -0.32349 -13.26272 0.114
O 15.93155 -3.10384 -6.02608 -0.412
O 15.02092 -0.66730 -8.34478 -0.337
H 10.58716 0.04824 -7.93072 0.110
H 17.12280 0.72645 -1.46682 0.122
H 20.47294 -5.97460 -8.63967 0.090
H 14.19219 -4.20019 -5.90575 0.022
S 17.09398 -4.46657 -9.99540 0.711
H 14.49773 -5.54908 -12.31137 0.104
H 13.61024 -3.13417 -7.94566 0.076
H 12.58426 -3.01795 -9.40390 0.082
O 18.24760 -0.15740 -8.80073 -0.350
C 18.73511 -1.47726 -12.06258 -0.206
O 14.06512 -1.35143 -10.65163 -0.380
S 13.89581 -1.07197 -9.21169 0.760
C 14.85848 -3.61969 -5.26764 -0.354
C 22.84166 -4.57600 -6.65090 -0.257
H 19.66987 -2.05720 -10.18025 0.055
C 19.65363 -1.19979 -10.85308 -0.199

***

8.
21
Properties=species:S:1:pos:R:3:lowdin_charge:R:1 method="wB97M-V/def2-TZVPD" energy_ha=-3544.5230 total_charge=-1 largest_force_ha_per_bohr=0.103 s2=2.008 spin_multiplicity=3 e_above_lowest_kj_mol=127.10
H 0.25318 -0.61561 -2.38379 0.128
H 0.74201 1.13459 2.68777 0.121
H 1.66912 2.05240 1.20687 0.087
C 1.30717 -0.57288 -0.56240 -0.167
H 1.32857 0.86216 -2.15542 0.115
C 0.65685 0.14709 -1.62597 -0.182
S 0.46365 -2.17829 -0.21934 0.566
Br -3.30422 1.02723 -0.44113 0.699
C -0.45504 0.86494 -0.75676 -0.301
H 0.02832 2.43946 1.74291 0.051
H -1.67915 -0.86170 -0.92819 0.052
O -0.66088 -1.89120 0.79320 -0.254
C -1.65158 0.05703 -0.46345 -0.592
H 2.31229 -0.59044 -0.34494 0.068
O 1.47363 -3.00314 0.40332 -0.335
C 0.15574 0.60166 0.62596 -0.234
O -0.08957 -2.59196 -1.48889 -0.335
H -0.48777 1.92647 -0.87406 0.124
C -1.08019 -0.26770 1.05861 -0.561
C 0.69105 1.60782 1.60397 -0.062
O -1.67317 -0.14792 2.12175 0.012